(1)
DFT (ωB97M-V with the def2-TZVPD basis set) results for 2 unconnected molecules or ions with the total composition C8H13N2O2 in a non-equilibrium geometry.

The geometry in XYZ format:
```
25
Properties=species:S:1:pos:R:3:mulliken_charge:R:1
C 1.995 0.415 0.054 0.27
C 1.554 1.692 0.035 -0.12
C -0.246 0.388 0.139 -0.26
C 3.211 -0.435 0.028 -0.43
C 2.621 -1.829 -0.271 -0.64
C 1.152 -1.766 0.184 -0.61
C -3.549 0.524 1.029 -1.05
C -3.058 0.747 -0.325 0.31
N 0.849 -0.361 0.116 0.38
N -3.243 -0.110 -1.277 -0.25
O 0.188 1.662 0.080 -0.29
O 2.199 2.854 -0.020 -0.49
H 3.919 -0.113 -0.733 0.33
H 3.719 -0.406 0.993 0.28
H 2.665 -2.026 -1.342 0.28
H 3.165 -2.622 0.239 0.36
H 0.485 -2.344 -0.458 0.34
H 1.035 -2.114 1.215 0.30
H -3.920 -0.485 1.184 0.40
H -2.771 0.746 1.760 0.29
H -4.351 1.238 1.231 0.35
H -2.591 1.694 -0.561 0.39
H -2.935 0.066 -2.224 0.28
H -3.671 -1.009 -1.079 0.25
H 1.577 3.592 0.003 0.35
```

The energy relative to the best compared isomer or geometry (same formula, charge and spin) comes out at 53.9 kcal/mol. Its net charge is +1. The spin multiplicity is 1. The calculation puts the electronic energy at -15573.900 eV. The frontier orbital gap is 7.56 eV. Its LUMO energy is -3.8 eV. Its HOMO energy is -11.4 eV.

(2)
DFT (ωB97M-V with the def2-TZVPD basis set) results for a gas-phase ion, C8H13N2O2 (charge +1) in a non-equilibrium geometry.

The geometry in XYZ format:
```
25
Properties=species:S:1:pos:R:3:mulliken_charge:R:1
C 1.410 -1.331 0.005 0.39
C 2.397 0.828 -0.020 0.31
C -0.628 0.001 1.926 -0.76
C -1.857 0.820 1.001 -1.15
C 0.221 0.303 0.669 0.39
C -0.994 0.615 -0.225 2.03
C -0.825 1.823 -1.083 -1.74
C -1.427 -0.569 -0.998 -1.57
N 2.566 -0.616 -0.166 -0.13
N 1.190 -2.613 -0.172 -0.27
O 3.259 1.585 -0.277 -0.44
O 1.300 1.162 0.664 -0.33
H -0.102 0.406 2.820 0.35
H -0.860 -1.067 2.001 0.28
H -2.690 0.257 1.020 0.39
H -1.916 1.797 1.480 0.36
H -1.755 2.224 -1.605 0.36
H -0.141 1.660 -1.933 0.38
H -0.443 2.674 -0.449 0.37
H -2.459 -0.551 -1.142 0.48
H -1.127 -1.573 -0.528 0.18
H -0.990 -0.605 -2.047 0.31
H 3.435 -0.934 -0.582 0.25
H 0.409 -3.114 0.133 0.26
H 2.027 -3.181 -0.493 0.28
```

The energy relative to the best compared isomer or geometry (same formula, charge and spin) comes out at 77.8 kcal/mol. Its net charge is +1. The spin multiplicity is 1. The calculation puts the electronic energy at -15572.862 eV. The frontier orbital gap is 10.84 eV. Its LUMO energy is -3.5 eV. Its HOMO energy is -14.4 eV.

(3)
DFT (ωB97M-V with the def2-TZVPD basis set) results for a single C8H13N3O molecule in a non-equilibrium geometry.

The geometry in XYZ format:
```
25
Properties=species:S:1:pos:R:3:mulliken_charge:R:1
C -0.904 3.081 -2.736 -1.10
C -0.557 3.107 -1.214 -0.56
C -0.520 1.748 -0.585 0.40
N -1.378 1.448 0.397 -0.62
C -1.297 0.232 0.950 -0.57
C -0.370 -0.710 0.562 0.70
C -0.254 -2.051 1.246 -0.60
O 1.120 -2.110 1.667 -0.33
C 1.362 -3.131 2.612 -0.78
C 0.412 -0.342 -0.499 0.58
N 1.369 -1.087 -1.066 -0.49
N 0.295 0.806 -1.103 -0.56
H -0.986 4.076 -3.150 0.37
H -0.143 2.505 -3.271 0.29
H -1.886 2.571 -2.813 0.30
H 0.370 3.617 -0.980 0.30
H -1.320 3.716 -0.705 0.29
H -2.017 -0.118 1.701 0.33
H -0.507 -2.835 0.515 0.28
H -0.961 -2.147 2.073 0.39
H 2.458 -3.125 2.714 0.24
H 0.923 -2.896 3.580 0.28
H 0.996 -4.083 2.246 0.33
H 1.927 -0.598 -1.743 0.30
H 1.867 -1.676 -0.399 0.24
```

The energy relative to the best compared isomer or geometry (same formula, charge and spin) comes out at 11.9 kcal/mol. The spin multiplicity is 1. The calculation puts the electronic energy at -15024.515 eV. The frontier orbital gap is 9.63 eV. Its LUMO energy is 0.9 eV. The SMILES is CCc1ncc(COC)c(N)n1. Its HOMO energy is -8.8 eV.

(4)
DFT (ωB97M-V with the def2-TZVPD basis set) results for 2 unconnected molecules or ions with the total composition C8H13N3O in a non-equilibrium geometry.

The geometry in XYZ format:
```
25
Properties=species:S:1:pos:R:3:mulliken_charge:R:1
C 0.150 -1.855 3.020 -0.11
C -1.150 -0.742 1.722 -0.14
C -2.775 -1.965 -0.294 -0.81
C -1.734 -2.586 0.272 0.12
C 2.410 1.451 -0.856 -1.89
C 0.349 2.971 -1.630 -1.32
C 0.075 0.495 -1.343 -0.50
C 0.871 1.673 -0.846 1.08
N -0.539 -0.643 2.891 -0.70
N -0.185 -2.653 2.040 -0.90
N -0.924 -1.958 1.196 0.80
O 0.694 -0.648 -1.354 -0.20
H 0.812 -2.190 3.814 0.39
H -1.639 -0.082 1.142 0.51
H -3.175 -0.918 0.049 0.16
H -3.290 -2.319 -1.123 0.30
H 2.695 0.858 -0.047 0.55
H 2.980 2.395 -0.601 0.36
H 2.798 1.095 -1.818 0.39
H -0.737 2.936 -1.525 0.39
H 0.724 3.894 -1.077 0.34
H 0.732 3.007 -2.643 0.36
H -1.362 -3.474 -0.193 0.39
H 0.571 1.892 0.221 0.14
H 1.650 -0.633 -1.018 0.31
```

The energy relative to the best compared isomer or geometry (same formula, charge and spin) comes out at 117.2 kcal/mol. The spin multiplicity is 1. The calculation puts the electronic energy at -15019.949 eV. The frontier orbital gap is 8.97 eV. Its LUMO energy is 0.6 eV. Its HOMO energy is -8.4 eV.

(5)
DFT (ωB97M-V with the def2-TZVPD basis set) results for a single C8H13N3OS molecule in a non-equilibrium geometry.

The geometry in XYZ format:
```
26
Properties=species:S:1:pos:R:3:mulliken_charge:R:1
C -1.043 -2.189 -0.435 -0.72
N -1.060 -0.740 -0.776 -0.19
S -1.890 0.144 0.133 1.00
N -3.445 0.467 -0.458 -0.73
O -1.899 -0.119 1.538 -0.61
N -1.350 1.743 -0.136 -0.49
C -0.146 1.986 0.629 -1.32
C 0.945 0.952 0.430 0.77
C 1.338 0.005 1.422 -0.27
C 2.325 -0.951 1.082 -0.68
C 2.765 -1.049 -0.184 -0.39
C 2.376 -0.155 -1.184 -0.60
C 1.412 0.814 -0.882 -0.19
H -1.428 -2.396 0.656 0.27
H 0.086 -2.357 -0.572 0.22
H -1.708 -2.813 -1.099 0.24
H -3.083 1.175 -1.086 0.36
H -4.010 1.110 0.080 0.30
H -1.179 1.867 -1.088 0.39
H -0.380 1.903 1.681 0.45
H 0.286 2.963 0.416 0.44
H 0.936 0.067 2.427 0.33
H 2.738 -1.702 1.646 0.43
H 3.527 -1.759 -0.356 0.40
H 2.736 -0.441 -2.201 0.28
H 1.150 1.477 -1.684 0.32
```

The energy relative to the best compared isomer or geometry (same formula, charge and spin) comes out at 70.7 kcal/mol. The spin multiplicity is 1. The calculation puts the electronic energy at -25856.591 eV. The frontier orbital gap is 9.20 eV. Its LUMO energy is 0.5 eV. The SMILES is CN=[S@@](N)(=O)NCc1ccccc1. Its HOMO energy is -8.7 eV.

(6)
DFT (ωB97M-V with the def2-TZVPD basis set) results for a molecular structure, C8H13N4O6Zr in a non-equilibrium geometry.

The geometry in XYZ format:
```
32
Properties=species:S:1:pos:R:3:mulliken_charge:R:1
C 0.979 -0.580 -2.602 -1.34
Zr 0.608 0.122 -0.589 1.06
N -0.501 0.172 1.666 -0.70
N -1.081 1.844 -0.822 -0.80
H -0.132 0.758 2.423 0.26
H -0.838 -0.764 -0.276 0.06
H 1.269 -1.643 -2.504 0.35
H 1.647 -0.101 -3.321 0.41
H -0.041 -0.564 -3.033 0.40
H -1.062 2.657 -0.190 0.30
H -1.975 1.356 -0.652 0.35
H -1.133 2.202 -1.779 0.33
H -1.500 0.399 1.634 0.32
H -0.464 -0.780 2.064 0.29
O 2.401 0.431 0.817 -0.89
C 2.359 -0.820 1.144 1.34
O 1.560 -1.552 0.409 -0.81
C 2.995 -1.424 2.339 0.22
C 2.566 -2.703 2.738 -0.58
C 3.064 -3.261 3.938 -0.27
C 3.981 -2.563 4.727 -0.16
C 4.400 -1.292 4.313 -0.13
C 3.907 -0.709 3.125 -0.54
N 5.340 -0.563 5.126 0.97
O 5.785 -1.106 6.158 -0.56
O 5.674 0.585 4.768 -0.57
N 2.596 -4.558 4.353 0.98
O 1.765 -5.155 3.637 -0.57
O 3.039 -5.040 5.421 -0.55
H 1.849 -3.254 2.139 0.64
H 4.358 -2.996 5.645 0.62
H 4.219 0.289 2.822 0.58
```

The energy relative to the best compared isomer or geometry (same formula, charge and spin) comes out at 0.0 kcal/mol. Its net charge is +1. The spin multiplicity is 1. The calculation puts the electronic energy at -28021.658 eV. The frontier orbital gap is 9.00 eV. Its LUMO energy is -4.4 eV. Its HOMO energy is -13.4 eV.

(7)
DFT (ωB97M-V with the def2-TZVPD basis set) results for a gas-phase ion, C8H13N4S (charge +1) in a non-equilibrium geometry.

The geometry in XYZ format:
```
26
Properties=species:S:1:pos:R:3:mulliken_spin:R:1
C -2.239 -1.825 -2.441 -0.15
C -0.877 -1.555 -2.437 0.37
C -3.095 -1.127 -1.590 0.43
C -1.207 -0.030 -0.799 0.11
C 1.081 -0.531 -1.174 -0.02
C 3.235 0.805 2.806 0.00
C -2.146 1.898 0.796 0.02
C 2.129 0.031 2.159 0.19
N -2.523 -0.113 -0.860 -0.03
N 1.030 -0.591 0.270 0.48
N -0.315 -0.706 -1.592 0.21
N 1.922 0.147 0.896 -0.07
S -0.531 1.201 0.116 0.30
H -2.641 -2.665 -2.937 -0.01
H -0.219 -2.022 -3.098 0.04
H -4.202 -1.074 -1.553 0.02
H 1.741 -1.331 -1.777 0.04
H 1.417 0.484 -1.500 0.01
H 3.574 0.380 3.682 0.00
H 4.073 0.942 2.098 0.01
H 2.806 1.744 2.985 0.02
H -1.897 2.355 1.740 0.00
H -2.696 1.019 0.958 0.00
H -2.682 2.577 0.135 0.02
H 1.649 -0.922 2.626 0.00
H 2.614 0.911 0.491 0.00
```

The energy relative to the best compared isomer or geometry (same formula, charge and spin) comes out at 55.9 kcal/mol. Its net charge is +1. The spin multiplicity is 3. The calculation puts the electronic energy at -25289.718 eV. The frontier orbital gap (spin up / spin down) is 4.50 / 5.67 eV. Its LUMO energy (spin up / spin down) is -4.2 / -6.4 eV. Its HOMO energy (spin up / spin down) is -8.7 / -12.0 eV.

(8)
DFT (ωB97M-V with the def2-TZVPD basis set) results for a single C8H13NO molecule in a non-equilibrium geometry.

The geometry in XYZ format:
```
23
Properties=species:S:1:pos:R:3:mulliken_charge:R:1
C -2.127 3.405 1.560 -1.16
C -1.237 2.214 1.458 0.94
O -0.302 2.151 2.193 -0.53
C -1.631 1.406 0.253 -0.38
C -0.995 0.320 0.002 -0.12
N -0.347 -1.106 0.149 -0.48
C 0.852 -1.418 -0.481 1.63
C 1.754 -0.277 -0.938 -1.24
C 1.602 -2.382 0.462 -1.41
C 0.400 -2.163 -1.708 -1.71
H -1.512 4.222 1.753 0.34
H -2.692 3.568 0.673 0.37
H -2.867 3.231 2.339 0.28
H -2.394 1.874 -0.367 0.22
H 2.066 -0.508 -1.973 0.32
H 1.059 0.631 -1.006 0.25
H 2.628 -0.169 -0.312 0.34
H 0.837 -3.242 0.414 0.30
H 1.486 -1.946 1.460 0.41
H 2.534 -2.732 -0.053 0.36
H -0.183 -3.065 -1.345 0.42
H -0.164 -1.498 -2.199 0.49
H 1.234 -2.517 -2.335 0.37
```

The energy relative to the best compared isomer or geometry (same formula, charge and spin) comes out at 124.1 kcal/mol. The spin multiplicity is 1. The calculation puts the electronic energy at -12039.173 eV. The frontier orbital gap (spin up / spin down) is 9.13 / 9.13 eV. Its LUMO energy (spin up / spin down) is -0.1 / -0.1 eV. The SMILES is CC(=O)C=C=NC(C)(C)C. Its HOMO energy (spin up / spin down) is -9.3 / -9.3 eV.

(9)
DFT (ωB97M-V with the def2-TZVPD basis set) results for 2 unconnected molecules or ions with the total composition C8H13NO in a non-equilibrium geometry.

The geometry in XYZ format:
```
23
Properties=species:S:1:pos:R:3:mulliken_charge:R:1
C -2.865 0.762 0.801 -0.70
C -3.128 -0.163 -0.260 -0.59
C -1.548 0.606 1.138 -0.54
C -1.973 -0.852 -0.490 -0.43
C 2.132 0.744 1.003 -1.56
C 1.144 0.678 -1.305 -1.18
C 1.766 -0.171 -0.177 0.86
C 0.797 -1.195 0.303 -0.62
N -1.053 -0.362 0.393 0.04
O 0.636 -2.302 -0.456 -0.50
H -3.454 1.473 1.275 0.47
H -4.026 -0.350 -0.780 0.46
H -1.022 1.048 1.844 0.59
H -1.762 -1.541 -1.282 0.30
H 1.700 1.829 0.930 0.28
H 1.965 0.336 1.933 0.47
H 3.234 0.971 0.941 0.35
H 1.979 1.206 -2.024 0.33
H 0.633 -0.015 -2.066 0.29
H 0.449 1.536 -1.035 0.27
H 2.678 -0.816 -0.688 0.34
H 0.711 -1.332 1.291 0.72
H 1.007 -2.089 -1.289 0.36
```

The energy relative to the best compared isomer or geometry (same formula, charge and spin) comes out at 84.5 kcal/mol. The spin multiplicity is 1. The calculation puts the electronic energy at -12040.892 eV. The frontier orbital gap is 8.03 eV. Its LUMO energy is 0.4 eV. Its HOMO energy is -7.6 eV.

(10)
DFT (ωB97M-V with the def2-TZVPD basis set) results for a single C8H13NO3S molecule in a non-equilibrium geometry.

The geometry in XYZ format:
```
26
Properties=species:S:1:pos:R:3:mulliken_charge:R:1
C -0.275 0.382 1.961 -1.04
C -1.188 -0.433 2.372 -0.12
C -2.217 -0.952 1.566 -0.47
C -2.017 -1.431 0.282 -0.70
C -0.689 -1.441 -0.360 -0.10
C -0.023 -0.280 -0.626 -0.23
N 1.284 -0.276 -1.044 0.10
C 1.876 0.699 -1.933 -1.39
C 2.186 -0.927 -0.135 -0.92
S -0.979 1.270 -0.952 1.30
O -0.908 1.334 -2.368 -0.66
O -2.282 1.391 -0.347 -0.56
O -0.045 2.479 -0.314 -0.55
H -0.204 1.186 1.252 0.63
H 0.394 0.825 2.657 0.37
H -1.199 -0.995 3.287 0.32
H -3.078 -1.284 2.035 0.50
H -2.822 -1.887 -0.215 0.47
H -0.241 -2.414 -0.608 0.41
H 1.231 1.030 -2.697 0.51
H 1.926 1.668 -1.589 0.54
H 2.792 0.304 -2.452 0.34
H 2.027 -0.674 0.879 0.31
H 1.831 -1.986 -0.047 0.26
H 3.212 -0.797 -0.533 0.33
H -0.589 3.209 -0.070 0.35
```

The energy relative to the best compared isomer or geometry (same formula, charge and spin) comes out at 135.7 kcal/mol. The spin multiplicity is 1. The calculation puts the electronic energy at -26969.388 eV. The frontier orbital gap is 8.58 eV. Its LUMO energy is 0.6 eV. The SMILES is C=C/C=C\C=C(\N(C)C)S(=O)(=O)O. Its HOMO energy is -8.0 eV.

Q: Which of these has the highest energy relative to the best compared isomer or geometry (same formula, charge and spin)?
A: C8H13NO3S

Q: What is the spin multiplicity in the fifth record?
A: 1